{"formula": "C57H56Cl4N5O3RbSb2", "method": "wB97M-V/def2-TZVPD", "symbols": ["Rb", "Cl", "C", "C", "Cl", "C", "Cl", "C", "O", "C", "O", "C", "Cl", "C", "C", "C", "C", "C", "C", "N", "N", "C", "C", "C", "C", "C", "C", "H", "H", "H", "H", "H", "H", "H", "H", "H", "C", "C", "C", "Sb", "C", "C", "C", "C", "C", "C", "C", "C", "C", "C", "C", "C", "Sb", "C", "C", "C", "C", "C", "C", "C", "C", "C", "C", "C", "C", "H", "H", "H", "H", "H", "H", "H", "H", "H", "H", "H", "H", "H", "H", "H", "H", "H", "H", "H", "H", "H", "H", "H", "H", "H", "H", "O", "C", "C", "C", "C", "C", "C", "N", "H", "H", "H", "H", "H", "H", "H", "H", "H", "H", "H", "N", "C", "N", "C", "C", "C", "C", "C", "H", "H", "H", "H", "H", "H", "H", "H", "H", "H"], "positions_angstrom": [[-0.404632, 1.595771, 0.602812], [2.540630, 5.802127, 5.142907], [1.443718, 5.204225, 3.926512], [0.082181, 5.326539, 4.094257], [-0.566149, 6.081913, 5.526378], [-0.781273, 4.851788, 3.087569], [-2.511035, 5.026214, 3.273508], [-0.338779, 4.243847, 1.893100], [-1.127172, 3.864116, 0.964766], [1.120844, 4.052904, 1.743293], [1.577957, 3.451582, 0.697578], [1.937222, 4.577703, 2.759369], [3.673429, 4.510999, 2.503084], [-2.919180, -3.478974, 4.250473], [-3.737909, -3.554870, 3.129906], [-3.739981, -2.541156, 2.182683], [-2.910348, -1.428470, 2.345722], [-2.088726, -1.356033, 3.473094], [-2.095076, -2.368482, 4.417340], [-2.772288, -0.402588, 1.393478], [-3.384482, -0.659509, 0.332209], [-3.443490, 0.340596, -0.674760], [-3.831066, 1.645431, -0.367298], [-4.080222, 2.544048, -1.394577], [-3.964550, 2.143578, -2.717953], [-3.564436, 0.837648, -3.009847], [-3.244393, -0.075253, -2.012040], [-2.919055, -4.275334, 4.984794], [-4.373349, -4.421240, 2.986352], [-4.368665, -2.599009, 1.304773], [-1.441928, -0.494049, 3.578131], [-1.449560, -2.298563, 5.284852], [-3.956046, 1.938057, 0.670890], [-4.362525, 3.560836, -1.150235], [-4.147244, 2.854758, -3.517552], [-3.455448, 0.548130, -4.052976], [1.225526, -3.515104, -2.646061], [0.441716, -2.426854, -3.388916], [-0.508421, -1.531412, -2.586580], [-2.361523, -2.239246, -1.678469], [-1.594721, -4.410886, -1.141482], [-1.605429, -5.584108, -1.906382], [-1.165785, -6.801014, -1.387953], [-0.701671, -6.875290, -0.078691], [-0.691061, -5.728216, 0.704336], [-1.137565, -4.518934, 0.174341], [-3.293941, -3.063602, -3.442503], [-4.227381, -4.095155, -3.305385], [-4.874939, -4.632170, -4.412806], [-4.596625, -4.145935, -5.685362], [-3.678829, -3.114945, -5.839427], [-3.040173, -2.576781, -4.725433], [2.420025, -2.923314, -0.940879], [2.737249, -4.981346, -0.336641], [2.573409, -5.316067, 1.008408], [2.801710, -6.611019, 1.463092], [3.192833, -7.597442, 0.568454], [3.345932, -7.284253, -0.778338], [3.122191, -5.988039, -1.223206], [4.284073, -2.868120, -2.043568], [4.360808, -2.183985, -3.258935], [5.552188, -2.127421, -3.974053], [6.693980, -2.745625, -3.478441], [6.637735, -3.413349, -2.261010], [5.443453, -3.469339, -1.550997], [1.898883, -4.020819, -3.342888], [0.549294, -4.261109, -2.233555], [-0.117251, -2.916982, -4.194862], [1.154593, -1.752534, -3.878143], [-0.864593, -0.733834, -3.238969], [0.038257, -1.033675, -1.776227], [-1.942969, -5.551184, -2.940047], [-1.174181, -7.692718, -2.009078], [-0.347898, -7.817403, 0.325129], [-0.334963, -5.773950, 1.729882], [-1.134910, -3.635222, 0.814106], [-4.440941, -4.490553, -2.316910], [-5.595159, -5.433415, -4.284202], [-5.091864, -4.568540, -6.552067], [-3.459297, -2.728619, -6.828918], [-2.335884, -1.760433, -4.859808], [2.243122, -4.552708, 1.708474], [2.664779, -6.852211, 2.511086], [3.374815, -8.607774, 0.915377], [3.640093, -8.053816, -1.482450], [3.246977, -5.760801, -2.277343], [3.483364, -1.677858, -3.647915], [5.590195, -1.594773, -4.917543], [7.622616, -2.704702, -4.036000], [7.525498, -3.892945, -1.863529], [5.414527, -4.003969, -0.606183], [1.510616, -0.064422, 1.337334], [2.580451, 0.133923, 1.898634], [3.607041, 1.112810, 1.401194], [4.749608, 0.417445, 0.640605], [5.806334, -0.200178, 1.560294], [5.266940, -1.247155, 2.536058], [4.260105, -0.693714, 3.551616], [2.907687, -0.569024, 3.023039], [4.015715, 1.671409, 2.246378], [3.078035, 1.834877, 0.782958], [5.234929, 1.160903, 0.004436], [4.340652, -0.345839, -0.029512], [6.277941, 0.604565, 2.137641], [6.591713, -0.660403, 0.953444], [6.106333, -1.692464, 3.079932], [4.777165, -2.052644, 1.978596], [4.604570, 0.274292, 3.926270], [4.199553, -1.364151, 4.407612], [2.209404, -1.227614, 3.326036], [2.361451, 0.411994, -2.765466], [1.958085, 1.482978, -2.954964], [1.466320, 2.687859, -3.239570], [1.516119, 3.089499, -4.649573], [2.830698, 3.797546, -4.963535], [3.030631, 4.986288, -4.018158], [2.934628, 4.539695, -2.557068], [1.623226, 3.812723, -2.293091], [0.677493, 3.769832, -4.816608], [1.369990, 2.210877, -5.274414], [2.833594, 4.118952, -6.009305], [3.650782, 3.083739, -4.833124], [2.250352, 5.731332, -4.215797], [3.992779, 5.466634, -4.211333], [3.011897, 5.390011, -1.876876], [3.761762, 3.861081, -2.322014], [0.777663, 4.481755, -2.472472], [1.557295, 3.498898, -1.252016]], "forces_ev_per_a": [[-0.274, -1.422, -0.635], [0.004, -0.020, -0.029], [-0.061, -0.036, -0.099], [0.027, -0.012, -0.121], [0.012, -0.042, -0.024], [0.057, -0.061, -0.005], [0.059, 0.019, -0.004], [-0.056, 0.358, 0.095], [-0.301, 1.259, 0.343], [0.148, 0.081, -0.024], [0.092, 0.260, 0.244], [-0.049, 0.054, 0.021], [-0.076, -0.043, 0.005], [0.026, 0.163, -0.080], [0.022, 0.013, 0.039], [-0.015, -0.022, -0.045], [0.149, -0.504, 0.469], [-0.058, 0.085, -0.129], [-0.046, -0.104, 0.028], [0.075, 0.562, -0.232], [-0.490, 0.201, 0.306], [0.121, 0.225, -0.706], [0.004, -0.153, 0.276], [0.001, 0.093, 0.031], [0.082, -0.116, 0.008], [0.140, 0.198, 0.071], [-0.143, -0.165, 0.194], [0.003, -0.001, -0.011], [0.008, 0.022, -0.016], [0.036, 0.001, -0.010], [0.022, 0.015, 0.014], [-0.004, 0.012, -0.005], [0.016, 0.025, -0.059], [0.026, -0.010, 0.009], [-0.037, -0.016, 0.011], [-0.016, -0.005, -0.009], [-0.150, 0.176, -0.028], [0.010, 0.014, 0.061], [0.095, -0.151, 0.125], [0.181, -0.567, 0.094], [0.106, -0.074, -0.357], [0.106, -0.074, 0.189], [-0.021, 0.075, -0.038], [-0.016, 0.028, 0.004], [-0.063, 0.059, -0.003], [-0.031, -0.142, -0.058], [-0.098, 0.035, -0.064], [0.064, 0.092, -0.126], [0.042, 0.053, 0.028], [0.030, 0.015, 0.035], [0.004, -0.008, 0.061], [-0.062, -0.033, 0.051], [-0.015, -0.131, -0.151], [0.045, 0.050, 0.161], [0.053, 0.032, -0.100], [0.008, 0.005, -0.078], [-0.010, 0.077, -0.036], [-0.031, 0.021, 0.071], [-0.053, 0.037, 0.016], [0.032, 0.067, -0.020], [-0.031, -0.058, -0.025], [0.010, -0.055, 0.095], [-0.058, 0.006, 0.031], [-0.022, 0.038, -0.023], [-0.028, 0.030, -0.020], [0.041, 0.007, 0.029], [0.022, -0.010, -0.014], [-0.038, -0.013, 0.007], [0.013, -0.046, -0.032], [0.026, 0.083, 0.003], [0.001, -0.011, -0.050], [0.004, -0.011, 0.025], [-0.001, 0.011, 0.015], [0.011, 0.010, -0.001], [-0.010, -0.009, -0.051], [-0.022, -0.012, 0.003], [0.018, -0.012, -0.031], [0.020, 0.019, 0.001], [-0.007, 0.005, 0.007], [-0.004, 0.002, 0.013], [-0.016, -0.055, 0.000], [0.052, -0.057, -0.013], [0.000, 0.017, -0.005], [-0.016, -0.002, 0.001], [-0.001, 0.000, -0.007], [0.025, 0.008, 0.041], [0.080, -0.028, 0.039], [-0.014, -0.002, 0.015], [-0.005, 0.005, 0.013], [-0.017, 0.003, -0.002], [0.002, -0.002, -0.028], [0.335, -0.113, 0.303], [0.060, -0.309, 0.076], [0.127, -0.100, -0.101], [-0.023, 0.001, 0.126], [-0.105, -0.018, -0.032], [-0.035, 0.065, -0.016], [-0.117, -0.002, -0.167], [0.137, 0.100, -0.005], [-0.010, 0.060, -0.006], [-0.036, 0.049, -0.040], [-0.015, -0.021, -0.013], [-0.013, 0.020, -0.018], [0.014, -0.022, -0.003], [-0.002, 0.029, -0.017], [-0.012, 0.020, 0.007], [0.036, -0.052, 0.018], [0.010, 0.007, 0.036], [-0.034, -0.011, 0.040], [-0.016, -0.101, -0.085], [-0.111, 0.241, 0.057], [0.086, 0.093, 0.027], [-0.141, -0.167, 0.008], [0.120, 0.018, 0.117], [-0.015, 0.055, 0.061], [-0.004, -0.087, 0.024], [-0.018, 0.004, -0.080], [0.131, 0.030, -0.124], [-0.051, 0.001, -0.005], [-0.018, -0.059, -0.001], [0.015, 0.003, 0.012], [0.002, 0.002, -0.031], [0.027, 0.011, 0.000], [-0.004, 0.016, -0.020], [0.002, -0.030, 0.003], [0.010, 0.032, 0.023], [-0.042, -0.005, -0.015], [-0.053, -0.186, 0.045]], "total_charge": -2, "max_force_ev_per_a": 1.581, "gap_ev": 4.8, "energy_ev": -137430.179, "spin_multiplicity": 1}